9
Properties=species:S:1:pos:R:3:forces:R:3 method="wB97M-V/def2-TZVPD" homo_energy_ev=-3.0 charge=-1 max_force_ev_per_a=3.46 e_tot_ha=-1030.03317 de_lowest_kj_mol=412.95 gap_ev=6.87 lumo_ha=0.14312 multiplicity=1
O 1.23337 -1.60538 -0.82449 -0.659 1.210 0.968
C 0.56529 -0.85183 -0.11370 -1.046 -0.030 0.564
C -0.74837 -0.93682 0.45952 1.177 0.670 0.868
Cl -1.59609 -2.48654 0.36128 0.069 0.139 -0.023
O 1.08479 0.53997 0.15972 0.535 -3.415 0.015
P -0.11831 1.59808 0.04040 -1.321 0.170 0.630
H -1.05887 -0.30544 1.37315 0.660 -1.350 -1.716
H -0.22509 1.56201 -1.32993 -0.658 -0.008 -1.245
H 0.86327 2.48595 -0.12595 1.243 2.614 -0.061

=====

15
Properties=species:S:1:pos:R:3:forces:R:3 method="wB97M-V/def2-TZVPD" homo_energy_ev="-8.8 / -9.0" max_force_ev_per_a=3.92 e_tot_ha=-3060.52285 de_lowest_kj_mol=390.22 gap_ev="7.59 / 7.96" lumo_ha="-0.04354 / -0.03699" multiplicity=1
C 0.02725 0.39363 1.08136 -3.695 1.103 -0.697
C -2.25821 -0.46504 0.87701 -1.361 -2.399 -1.068
C 2.70701 -0.71882 -0.96305 1.168 -0.863 -1.564
N 1.06594 -0.00631 0.54075 2.421 -1.260 -0.388
N -1.36204 0.29713 0.30783 2.802 0.575 0.760
N 1.40027 -0.83798 -0.37237 -0.897 0.126 0.654
N -1.71766 1.43131 -0.49119 1.069 -1.035 1.937
O -0.74379 2.08046 -0.71295 0.353 1.614 -1.305
O -2.86852 1.59219 -0.74175 -0.616 0.154 -0.637
Br -2.80699 -2.11877 0.00812 0.231 0.863 0.402
H -0.06529 0.86845 2.08510 0.285 -0.530 -1.024
H -2.59671 -0.43070 1.86580 -0.371 0.231 1.322
H 3.46192 -0.24471 -0.32267 -0.262 -0.300 0.254
H 3.08163 -1.81066 -1.30197 -0.982 2.653 0.750
H 2.67519 -0.03020 -1.86002 -0.146 -0.931 0.604

=====

13
Properties=species:S:1:pos:R:3:forces:R:3 method="wB97M-V/def2-TZVPD" homo_energy_ev=-8.7 max_force_ev_per_a=3.56 e_tot_ha=-303.52388 de_lowest_kj_mol=294.57 gap_ev=9.43 lumo_ha=0.02593 multiplicity=1
H 3.14463 -0.56363 0.11509 0.343 -0.037 -0.181
N 2.88915 0.42235 0.03034 -3.052 -0.280 0.208
C 1.57696 0.47666 -0.04830 2.377 0.759 -0.231
N 0.70452 -0.60987 -0.16409 0.994 -1.156 0.639
C -0.68779 -0.47778 -0.10494 -0.203 0.959 0.120
C -1.58222 -1.45959 0.01546 -0.132 -1.256 0.592
C -1.10901 0.91128 -0.13379 -1.508 2.738 0.979
C -1.48925 2.07106 0.05710 1.115 -3.167 -1.187
H 1.12497 1.50755 -0.08139 0.272 -1.448 -0.063
H 1.10919 -1.56086 0.06204 -0.761 1.699 -0.514
H -1.26506 -2.51946 0.13008 -0.091 0.901 -0.238
H -2.65509 -1.29079 0.18365 0.738 0.241 -0.394
H -1.76101 3.09308 -0.06124 -0.093 0.048 0.270

=====

76
Properties=species:S:1:pos:R:3:forces:R:3 method="wB97M-V/def2-TZVPD" homo_energy_ev="-5.4 / -5.6" charge=-1 max_force_ev_per_a=2.08 e_tot_ha=-13419.64584 de_lowest_kj_mol=0.00 gap_ev="7.58 / 7.77" lumo_ha="0.08148 / 0.08148" multiplicity=2 s2=0.83
Mn 3.16064 0.77134 0.75539 -0.772 -0.814 -1.755
Se -3.86063 -0.65023 -0.26528 0.089 0.130 -0.021
P -2.23648 -1.96218 0.04616 -0.174 -0.119 -0.102
C -2.06960 -3.06183 -1.39195 -0.040 0.008 0.047
C -2.27841 -4.43241 -1.33425 0.043 0.085 0.030
C -2.19330 -5.19093 -2.49422 -0.020 -0.040 -0.027
C -1.89782 -4.58448 -3.70431 -0.007 -0.047 -0.015
C -1.69069 -3.21195 -3.76179 0.012 0.044 0.007
C -1.78367 -2.45095 -2.61036 -0.012 -0.025 -0.007
C -2.52921 -3.02696 1.49052 0.046 0.082 -0.056
C -3.78056 -3.62926 1.61058 -0.002 -0.004 0.057
C -4.05301 -4.44817 2.69304 -0.032 -0.010 -0.017
C -3.08693 -4.65070 3.67104 0.037 0.014 0.021
C -1.85024 -4.03341 3.56431 -0.030 -0.015 0.055
C -1.56672 -3.22221 2.47394 0.040 -0.007 -0.016
C -0.55599 -1.36018 0.25174 0.154 0.197 0.015
C 0.15218 -0.19558 0.58065 0.060 -0.398 -0.029
N 1.45877 -0.56792 0.60736 -0.149 1.167 0.487
N 1.54622 -1.84823 0.30656 0.454 0.107 0.168
N 0.36017 -2.34398 0.09586 -0.228 -0.077 -0.120
P -0.28201 1.52202 0.87143 -0.037 -0.080 -0.109
Se 1.42346 2.81520 0.69401 0.514 -0.662 0.158
C -1.43461 1.99607 -0.43132 -0.035 -0.089 0.097
C -2.52711 2.80806 -0.16389 0.026 -0.066 0.048
C -3.35839 3.19302 -1.20364 -0.037 0.045 -0.002
C -3.09454 2.76901 -2.49705 -0.063 0.033 -0.035
C -1.98292 1.98175 -2.76371 0.052 -0.026 0.027
C -1.14179 1.59901 -1.73307 -0.113 -0.061 0.020
C -1.12879 1.64044 2.46622 0.115 -0.047 -0.147
C -0.75148 2.60359 3.39091 0.016 0.031 -0.062
C -1.40035 2.66737 4.61412 0.068 0.018 0.016
C -2.41192 1.77074 4.90979 -0.071 -0.014 0.057
C -2.78441 0.80120 3.98723 -0.042 -0.025 -0.004
C -2.14370 0.73272 2.76423 0.122 0.064 0.039
H -2.50583 -4.90799 -0.38966 0.038 -0.025 0.002
H -2.36035 -6.25990 -2.45023 0.014 0.003 0.007
H -1.83171 -5.18027 -4.60617 0.006 0.002 0.003
H -1.46408 -2.73550 -4.70730 0.002 0.001 0.005
H -1.65138 -1.37543 -2.64683 0.023 0.001 -0.030
H -4.53782 -3.43286 0.86105 -0.009 -0.007 0.008
H -5.02383 -4.91933 2.78191 0.001 0.002 -0.004
H -3.30467 -5.28131 4.52410 0.002 -0.005 -0.006
H -1.10087 -4.17528 4.33219 -0.002 0.005 -0.004
H -0.59922 -2.74456 2.39442 -0.011 -0.036 0.003
H -2.73545 3.11493 0.85397 -0.040 0.002 -0.017
H -4.21891 3.81838 -1.00264 -0.007 -0.021 0.006
H -3.76382 3.05230 -3.29995 0.023 0.014 -0.012
H -1.76860 1.65999 -3.77527 -0.027 0.010 -0.009
H -0.25908 1.00037 -1.93232 -0.054 0.025 -0.021
H 0.05712 3.28223 3.15389 0.032 -0.005 0.039
H -1.08683 3.39928 5.34563 -0.019 0.022 0.012
H -2.90893 1.81971 5.87071 0.011 -0.019 0.004
H -3.56935 0.09198 4.21821 0.005 0.013 0.005
H -2.43822 -0.01201 2.03964 -0.082 -0.007 0.018
Se 3.89413 0.65636 3.02216 1.006 -0.002 -0.351
C 2.50587 0.60082 4.17556 -0.736 0.115 0.349
N 1.67744 0.59321 4.98191 -0.119 -0.053 -0.009
Br 7.46653 4.15337 -4.94134 -0.073 0.012 0.094
C 6.32717 3.80251 -3.45808 0.081 -0.005 -0.099
C 5.17163 4.54997 -3.29007 0.028 -0.028 0.013
N 4.33989 4.33484 -2.27920 -0.103 0.130 0.022
C 4.62800 3.36127 -1.41881 0.037 -0.029 -0.006
C 5.75692 2.55743 -1.51707 0.006 -0.077 0.029
C 6.63979 2.80084 -2.56153 -0.029 -0.015 0.076
C 6.04384 1.39433 -0.56693 0.095 0.117 -0.063
O 7.19454 0.99423 -0.49069 -0.057 -0.047 -0.047
O 5.01454 0.90012 0.00703 -0.243 0.244 0.634
H 4.90910 5.34371 -3.97999 0.051 -0.031 -0.041
H 3.92758 3.22754 -0.60339 0.017 -0.074 0.000
H 7.53522 2.19897 -2.63878 0.006 0.018 -0.031
N 2.02130 0.97857 -2.46767 0.035 -0.101 -0.030
N 2.91150 0.17145 -1.69286 0.155 0.329 0.445
H 2.28958 0.98676 -3.44481 0.083 0.024 -0.051
H 2.08257 1.92622 -2.11432 -0.064 0.053 0.058
H 3.87794 0.24938 -1.99118 0.039 0.079 -0.014
H 2.63054 -0.79666 -1.78550 -0.108 -0.034 0.187

=====

17
Properties=species:S:1:pos:R:3:forces:R:3 method="wB97M-V/def2-TZVPD" homo_energy_ev=-9.7 max_force_ev_per_a=1.87 e_tot_ha=-380.30929 de_lowest_kj_mol=71.87 gap_ev=10.47 lumo_ha=0.02724 multiplicity=1
C 2.66603 0.22481 0.43330 -1.218 1.399 0.241
C 1.24101 -0.18165 0.14500 0.877 0.545 -1.135
O 0.92622 -1.34521 -0.01652 -0.470 -0.700 0.454
N 0.37856 0.81374 -0.15592 -1.674 -0.077 0.562
C -1.04289 0.48975 -0.38106 0.700 -0.449 -0.425
N -1.70566 1.73937 -0.66937 0.223 0.123 0.024
H 2.65730 0.94979 1.24808 0.201 0.181 -0.089
H 3.23827 -0.59493 0.73067 0.792 -1.407 0.342
H 3.08882 0.67567 -0.45573 0.128 0.159 -0.134
H 0.47525 1.81389 -0.10174 0.944 -0.090 0.209
H -1.03722 -0.20917 -1.21628 -0.462 0.214 -0.335
H -1.47258 -0.07362 0.44693 0.187 0.074 0.346
H -2.57332 1.63231 -1.16836 -0.079 -0.086 -0.005
H -1.87471 2.24089 0.19318 -0.254 0.011 -0.054
O -1.73345 -2.82451 0.68861 -0.075 0.013 -0.027
H -2.36209 -2.75414 -0.03720 0.151 -0.043 0.024
H -0.86954 -2.59698 0.31643 0.029 0.134 0.002

=====

14
Properties=species:S:1:pos:R:3:forces:R:3 method="wB97M-V/def2-TZVPD" homo_energy_ev=-13.4 charge=+1 max_force_ev_per_a=7.07 e_tot_ha=-337.18640 de_lowest_kj_mol=309.43 gap_ev=9.68 lumo_ha=-0.13754 multiplicity=1
N 1.31836 0.63340 0.04140 4.268 -1.960 0.974
C 0.62182 -0.66751 0.10903 -1.753 -0.185 0.575
C -0.82569 -0.28377 0.01753 -5.671 -1.636 0.152
C -2.41438 -1.07966 0.03385 5.500 4.437 0.092
N -3.22753 -0.10811 0.00469 0.196 -0.500 -0.479
N -2.51700 1.01980 -0.12459 -3.420 0.758 0.469
N -1.24549 0.94704 -0.07445 3.156 -0.109 0.386
H 0.90354 1.39956 0.46925 -2.096 1.584 1.191
H 1.31423 0.79618 -0.91623 0.612 1.211 -2.366
H 2.31512 0.67109 0.45043 -1.545 -0.608 -1.161
H 0.92250 -1.20255 0.98528 -0.230 -0.029 0.911
H 0.83710 -1.37185 -0.68694 0.675 0.539 -0.590
H -2.54872 -2.06966 -0.00102 -0.854 -3.395 0.133
H -3.09950 1.85178 0.01997 1.161 -0.108 -0.288

=====

15
Properties=species:S:1:pos:R:3:forces:R:3 method="wB97M-V/def2-TZVPD" homo_energy_ev="-8.0 / -8.0" max_force_ev_per_a=0.61 e_tot_ha=-345.67659 de_lowest_kj_mol=337.04 gap_ev="7.33 / 7.33" lumo_ha="-0.02541 / -0.02542" multiplicity=1
C 1.68116 -0.82520 0.78231 0.056 -0.043 0.033
C 0.62539 -0.31679 -0.16399 -0.023 -0.097 -0.177
C 0.71130 -0.37276 -1.50973 0.014 0.037 0.135
C -0.63384 0.15931 0.33876 0.057 0.092 -0.127
O -0.87843 -0.11385 1.60186 -0.154 0.067 -0.127
C -1.61023 1.02974 -0.42042 0.037 -0.232 0.562
O -1.58217 1.16060 -1.69971 -0.070 0.039 -0.131
H 2.58137 -1.08888 0.22025 -0.145 0.020 0.093
H 1.33957 -1.71013 1.32871 0.031 0.123 -0.055
H 1.95152 -0.06581 1.52390 -0.071 -0.103 -0.107
H -0.10255 0.04974 -2.10540 0.105 -0.070 0.062
H 1.57802 -0.83793 -1.97627 -0.079 0.125 0.066
H -1.78994 0.16320 1.81522 0.153 0.025 -0.024
H -2.61059 0.81728 0.07409 0.118 0.042 -0.094
H -1.26058 1.95149 0.19040 -0.027 -0.027 -0.110